(1)
The following is a quantum chemistry calculation of a molecular structure, C45H40BrCl3GeN3O3SSiTi in a non-equilibrium geometry, from OMol25.

Calculated values
- largest force on an atom (eV/A) = 4.28
- net charge = -2
- E (eV) = -263884.4396
- expectation value of S² = 0.841
- HOMO-LUMO gap (spin up / spin down) (eV) = 4.341 / 4.514
- spin multiplicity = 2

```
99
Properties=species:S:1:pos:R:3:forces:R:3:lowdin_spin:R:1
Ti 0.444223 -1.167229 0.114977 0.0283 3.1071 -2.9452 -0.04
Br 4.819523 1.639371 5.355277 -0.0394 0.0908 0.0357 -0.01
C 3.433623 1.026971 4.181577 0.3587 -0.0262 0.1380 0.00
C 2.140923 1.490371 4.351177 -0.2226 -0.0903 -0.1629 0.10
C 1.155623 1.019571 3.488277 0.0545 -0.0615 -0.0828 0.00
C 1.430723 0.099771 2.472477 1.4188 0.3170 1.1412 0.07
O 0.482123 -0.312929 1.673777 -0.0488 0.8662 1.2994 0.02
C 2.779623 -0.421529 2.371877 -0.6263 0.4838 0.2577 0.02
C 3.040023 -1.546329 1.571277 0.4833 -0.3515 -0.1155 0.26
N 2.048123 -2.107129 0.882577 0.4546 -1.9613 0.9431 0.07
C 1.924323 -3.448729 0.631777 0.7120 0.1684 0.2074 0.03
C 2.944123 -4.404629 0.530377 -0.1698 0.5578 0.2948 0.09
C 2.622823 -5.738929 0.342277 -0.5228 -0.3649 0.1022 0.00
C 1.308623 -6.165629 0.308377 0.5280 -0.3929 -0.1100 0.09
C 0.249523 -5.247429 0.433077 -0.3276 0.1003 -0.0167 0.00
C -1.113077 -5.617729 0.460277 -0.0815 0.9998 0.0407 0.07
C -2.070077 -4.622329 0.628977 0.2532 -1.0999 0.0117 0.01
C -1.681177 -3.305229 0.740577 0.7958 0.8979 0.1962 0.06
N -0.394677 -2.903529 0.688077 -1.4511 -2.5732 0.2787 -0.01
C 0.566123 -3.871529 0.552977 -0.4157 -0.2496 0.2808 -0.01
C 3.772523 0.097371 3.232877 -0.2617 -0.0201 -0.2427 0.08
H 1.898123 2.201871 5.127477 0.0219 0.0284 -0.0167 0.01
H 0.140323 1.375871 3.586777 -0.0601 -0.0157 -0.0269 0.00
H 4.009623 -2.046029 1.667977 -0.2039 0.0837 -0.1026 0.02
H 3.979823 -4.104029 0.571977 0.0173 0.1012 0.0162 0.01
H 3.418823 -6.463729 0.241077 0.0566 -0.0618 -0.0344 0.00
H 1.079523 -7.215929 0.198777 -0.0350 -0.1066 -0.0482 0.01
H -1.395077 -6.655229 0.350577 0.0002 -0.0887 -0.0264 0.00
H -3.124677 -4.861729 0.650777 -0.0068 0.0485 0.0179 0.00
H -2.415277 -2.519029 0.862477 0.1079 -0.1023 -0.1399 0.00
H 4.787923 -0.268029 3.152777 0.0034 -0.0321 0.0153 0.00
C 2.993223 3.092271 -2.892723 0.2789 -0.2582 0.5175 0.00
Si 3.772123 2.681371 -1.193223 0.5415 0.3156 -0.2676 0.00
C 4.680823 1.004371 -1.132123 -0.4301 0.4136 -0.1062 0.00
C 5.149323 3.993271 -0.884423 -0.5126 -0.3912 -0.0899 0.00
C 2.444223 2.962671 0.116777 0.1817 -0.4473 -0.3279 0.00
C 2.403823 3.980771 1.047277 0.0048 0.0966 0.1285 0.00
C 1.275223 4.144371 1.843777 0.1486 0.1355 0.0144 0.00
C 0.201423 3.296771 1.636977 0.0619 0.3450 0.1389 0.00
N 0.213423 2.302671 0.767777 0.1856 0.1253 -0.2328 0.00
C 1.322523 2.107671 0.060377 -0.0978 0.6782 0.2160 0.00
S 1.365523 0.795371 -1.050323 -0.3301 -0.8305 -0.1449 0.01
H 3.723723 3.115371 -3.695623 0.2686 -0.0182 -0.1164 0.00
H 2.494223 4.058971 -2.871423 -0.0339 0.1695 0.1380 0.00
H 2.252423 2.339871 -3.139423 -0.1152 -0.1160 -0.0705 0.00
H 5.536623 1.001671 -1.802523 0.1980 0.1249 -0.1468 0.00
H 4.021923 0.191271 -1.423623 -0.0377 -0.0283 -0.0271 0.00
H 5.042123 0.798071 -0.127323 0.0242 0.0408 0.2214 0.00
H 5.950423 3.884071 -1.609823 0.1429 -0.0887 -0.1911 0.00
H 5.585423 3.873271 0.102277 0.0926 -0.0539 0.2624 0.00
H 4.778923 5.011071 -0.963323 -0.1509 0.2123 -0.0083 0.00
H 3.249523 4.649771 1.153377 0.0437 0.0802 0.0312 0.00
H 1.232523 4.920871 2.594977 -0.0557 0.0479 0.0359 0.00
H -0.721977 3.427671 2.187677 -0.0875 -0.0082 0.0944 0.00
C -3.214177 2.667171 3.403677 -0.0751 0.1857 0.2549 0.00
C -2.637977 1.414271 3.537977 0.0349 -0.1590 0.2119 0.00
C -2.216477 0.717171 2.415777 0.0058 0.1182 0.1201 0.00
C -2.358177 1.252571 1.143777 0.2059 -0.6464 -0.7514 0.01
C -2.908777 2.517871 1.027277 -0.1221 0.1343 0.1374 0.00
C -3.338277 3.221971 2.141077 -0.1451 0.1984 -0.0078 0.00
Ge -1.872177 0.111171 -0.597823 -1.4044 -0.2473 -0.3655 0.01
C -2.419077 1.619671 -1.860923 0.5031 -0.2277 0.3394 0.00
C -1.451977 2.466371 -2.392723 0.1483 0.0500 0.0385 0.00
C -1.772277 3.467671 -3.293523 0.1045 0.1455 -0.1295 0.00
C -3.083177 3.642171 -3.702923 -0.0849 0.1598 -0.1196 0.00
C -4.063177 2.809371 -3.188123 -0.1609 0.0904 -0.1295 0.00
C -3.731077 1.818871 -2.278823 -0.1098 -0.1777 0.1077 0.00
C -3.697677 -0.857929 -0.508223 0.5524 0.0287 0.1004 0.00
C -4.335477 -1.418129 -1.612123 0.0372 0.0377 -0.1200 0.00
C -5.533777 -2.103429 -1.502123 -0.1983 -0.0650 -0.1708 0.00
C -6.143377 -2.259429 -0.270023 -0.1744 -0.1084 0.0890 0.00
C -5.533277 -1.715029 0.845877 -0.2228 -0.1198 0.1390 0.00
C -4.338077 -1.031629 0.716677 0.0408 0.1241 0.1542 0.00
H -3.553177 3.211471 4.278177 0.0000 0.0069 0.0244 0.00
H -2.524177 0.976071 4.523577 0.0114 -0.0201 0.0801 0.00
H -1.758377 -0.260929 2.529777 -0.0243 -0.0249 0.0596 0.00
H -2.993277 2.970971 0.051277 -0.0739 0.1041 -0.1050 0.00
H -3.772377 4.209271 2.022277 -0.0232 0.0457 0.0153 0.00
H -0.423377 2.333171 -2.087623 0.0768 0.0678 -0.0517 0.00
H -0.994477 4.115671 -3.679823 0.0604 0.0222 -0.0266 0.00
H -3.341777 4.421271 -4.412823 0.0085 -0.0065 0.0102 0.00
H -5.093777 2.939571 -3.499523 -0.0571 -0.0216 0.0132 0.00
H -4.510877 1.184371 -1.878423 -0.1090 0.0190 0.0061 0.00
H -3.897677 -1.317929 -2.591823 0.1216 0.0212 -0.1406 0.00
H -6.004677 -2.515329 -2.387423 0.0235 -0.0273 -0.0606 0.00
H -7.080277 -2.796329 -0.176123 -0.0351 -0.0168 -0.0322 0.00
H -5.993377 -1.815529 1.822677 -0.0117 -0.0168 0.0388 0.00
H -3.892177 -0.612729 1.606677 -0.0599 -0.0110 0.0438 0.00
Cl -1.380477 -2.675629 -2.289023 -0.4815 -1.4424 -0.4894 0.00
C -1.338977 -0.952829 -2.610623 -0.0343 1.1381 0.5424 0.02
H -2.041277 -0.739029 -3.413723 -0.1046 0.0610 -0.0317 0.00
H -0.335377 -0.671129 -2.920423 0.0050 -0.0513 -0.1147 0.00
Cl 1.728623 -4.305129 -4.349023 -0.1907 -0.1869 -0.3965 0.00
C 2.112223 -3.731729 -2.736223 -0.4690 0.5140 0.3186 0.00
Cl 3.834523 -3.930929 -2.428323 0.6497 -0.0608 -0.0666 0.00
C 1.777923 -2.197929 -2.577823 0.5896 -0.7268 -1.0669 0.00
O 2.130823 -1.435629 -3.452723 -0.0589 0.0542 0.1590 0.00
O 1.175023 -1.965929 -1.499823 0.0031 0.0676 0.2306 0.01
H 1.569023 -4.348029 -2.016823 0.1058 0.1727 -0.1333 0.00
```
Positions in Å, forces in eV/Å.

=====

(2)
The following is a quantum chemistry calculation of a single C7H10N2 molecule in a non-equilibrium geometry, from OMol25.

Calculated values
- ΔE to the lowest compared entry with this formula, charge and spin (kJ/mol) = 583.76
- largest force on an atom (eV/A) = 1.26
- E (eV) = -10395.5609
- HOMO-LUMO gap (eV) = 7.943

```
19
Properties=species:S:1:pos:R:3:forces:R:3:nbo_charge:R:1
C -1.740421 1.592169 0.864477 -0.4680 0.1706 -0.3355 -0.63
N -0.669072 -0.327792 -0.700059 -0.1432 1.1240 0.5441 -0.42
C 0.625743 -0.710143 -1.166819 0.5287 -0.1778 0.0496 0.32
C -0.900688 0.342379 0.775150 0.0594 -0.6663 -1.0612 0.04
N 1.223907 0.314435 -1.906755 -0.1362 0.0782 -0.0101 -0.83
C -1.526558 -0.935522 0.338243 -0.7057 -0.6349 0.6028 -0.42
C 1.122963 -1.928098 -0.974483 -0.2552 0.2391 0.0456 -0.48
C 0.353470 0.392807 1.457967 0.7911 -0.1872 0.5761 -0.06
C 1.369628 0.376004 2.103689 -0.5602 0.0963 -0.3982 -0.20
H -1.170975 0.211466 -1.400395 0.0065 -0.1800 -0.0142 0.41
H 2.149024 0.085710 -2.239255 -0.0526 0.0055 0.0212 0.39
H 1.211438 1.214471 -1.441807 0.0484 -0.1011 0.0266 0.38
H -1.057024 -1.830987 0.755026 0.1793 0.2344 -0.1838 0.17
H -1.531425 2.161407 1.768414 0.2444 -0.0326 -0.0163 0.23
H -1.583832 2.245815 0.003608 0.0918 0.1171 0.0629 0.21
H -2.796753 1.320116 0.881280 0.1079 -0.1079 -0.0801 0.24
H 0.549794 -2.690853 -0.479290 -0.1380 -0.0406 0.0479 0.22
H 2.113265 -2.184850 -1.311598 0.1195 0.0613 -0.0581 0.21
H 2.257517 0.351468 2.672606 0.2822 0.0019 0.1806 0.23
```
Positions in Å, forces in eV/Å.

=====

(3)
The following is a quantum chemistry calculation of a single C6H9BO3S molecule in a non-equilibrium geometry, from OMol25.

Calculated values
- structure (SMILES) = CC(=O)[C@]1(B(O)O)CC=CS1
- ΔE to the lowest compared entry with this formula, charge and spin (kJ/mol) = 160.31
- largest force on an atom (eV/A) = 5.22
- E (eV) = -24022.6814
- HOMO-LUMO gap (eV) = 7.908

```
20
Properties=species:S:1:pos:R:3:forces:R:3:nbo_charge:R:1
C -0.978477 0.892901 -1.882928 1.0940 0.1253 -2.1053 -0.72
C 0.374894 0.264521 -1.667557 -1.4536 -1.1123 -1.0175 0.55
O 1.215374 0.299997 -2.521755 0.9119 0.3536 -0.0683 -0.53
C 0.410721 -0.582148 -0.452966 2.7287 0.3769 4.4310 -0.51
B -0.843794 -1.498816 0.090250 1.4098 -0.1979 -0.9263 1.12
O -0.892055 -1.863611 1.389896 0.8984 1.2756 0.2724 -0.90
O -1.618874 -1.968747 -0.904714 -0.5154 0.1594 -1.1086 -0.90
C 0.782863 0.542499 0.986854 -0.3874 -1.8210 -3.5805 -0.35
C 2.239479 0.535046 1.170783 0.3779 -0.9105 -1.3326 -0.26
C 2.978303 -0.399861 0.569929 -4.7093 0.5908 -0.0149 -0.32
S 2.080373 -1.572621 -0.374420 -1.3003 0.1745 -0.4801 0.24
H -1.455260 0.812415 -0.949150 -1.3213 0.9233 0.8849 0.21
H -1.513912 0.293375 -2.645495 0.2604 -0.0698 0.6202 0.25
H -0.806366 1.845195 -2.422441 -0.4761 -0.0306 1.0310 0.25
H -1.415694 -2.561241 1.736211 -0.8216 -0.8174 0.0026 0.51
H -2.448071 -2.440817 -0.857378 -0.0101 -0.1700 0.5596 0.51
H 0.295116 0.048714 1.758382 -1.0109 -0.6923 1.5688 0.22
H 0.264776 1.437426 0.712796 0.0962 0.8524 0.1146 0.21
H 2.728757 1.251876 1.742709 0.6081 1.3927 0.9885 0.21
H 3.978017 -0.407447 0.588197 3.6205 -0.4028 0.1603 0.22
```
Positions in Å, forces in eV/Å.